*i*
Below is C42H65BN6O2PTi as an isolated structure, with properties calculated with ωB97M-V with the def2-TZVPD basis set.

Its multiplicity is 3. Its charge is +1. The LUMO energy (alpha / beta) is -2.30 / -2.02 eV.

Geometry (Å):
1 Ti 0.18 -0.94 0.58
2 C 2.13 -3.16 2.03
3 C 3.58 -2.86 1.60
4 C 3.96 -2.93 0.14
5 C 4.99 -3.80 -0.22
6 C 5.45 -3.83 -1.53
7 C 4.90 -2.94 -2.44
8 C 3.87 -2.13 -2.00
9 N 3.37 -2.14 -0.76
10 N 1.09 -2.09 2.25
11 C -0.08 -2.78 2.80
12 C -0.99 -3.28 1.71
13 C -1.79 -4.39 1.86
14 C -2.77 -4.67 0.91
15 C -2.94 -3.76 -0.12
16 C -2.09 -2.68 -0.23
17 N -1.08 -2.45 0.64
18 C 1.56 -1.00 3.13
19 C 2.28 0.02 2.28
20 C 3.42 0.67 2.70
21 C 4.12 1.48 1.82
22 C 3.66 1.54 0.51
23 C 2.49 0.90 0.17
24 N 1.74 0.18 1.04
25 H 2.21 -3.68 2.99
26 H 1.70 -3.85 1.30
27 H 4.19 -3.62 2.09
28 H 3.89 -1.90 1.99
29 H 5.43 -4.45 0.52
30 H 6.23 -4.52 -1.83
31 H 5.25 -2.88 -3.46
32 H 3.41 -1.43 -2.69
33 H 0.21 -3.59 3.48
34 H -0.65 -2.05 3.38
35 H -1.66 -5.03 2.72
36 H -3.40 -5.54 1.01
37 H -3.72 -3.90 -0.85
38 H -2.21 -1.95 -1.01
39 H 2.21 -1.37 3.93
40 H 0.69 -0.50 3.57
41 H 3.77 0.52 3.71
42 H 5.01 2.02 2.12
43 H 4.21 2.09 -0.25
44 H 2.11 0.97 -0.83
45 N 0.91 -4.11 -1.37
46 C 0.17 -4.07 -2.63
47 C 0.48 -2.80 -3.42
48 C -0.11 -1.47 -2.93
49 N 0.27 -1.00 -1.57
50 H 1.90 -4.20 -1.57
51 H 0.64 -4.94 -0.86
52 H -0.90 -4.11 -2.41
53 H 0.42 -4.93 -3.26
54 H 0.10 -2.94 -4.44
55 H 1.57 -2.71 -3.50
56 H -1.21 -1.54 -2.97
57 H 0.19 -0.72 -3.66
58 H 0.48 0.00 -1.64
59 H 1.13 -1.49 -1.28
60 C 0.38 5.32 -1.98
61 C 0.21 4.40 -0.78
62 C 1.54 4.24 -0.04
63 C -0.75 5.06 0.23
64 P -0.38 2.62 -1.23
65 C 0.33 2.44 -2.94
66 C 1.73 2.34 -3.02
67 C 2.39 2.06 -4.21
68 C 1.66 1.88 -5.38
69 C 0.28 2.02 -5.33
70 C -0.37 2.29 -4.13
71 C -2.26 2.67 -1.50
72 C -2.62 1.27 -2.02
73 C -2.78 3.80 -2.39
74 C -2.94 2.75 -0.13
75 H 0.82 6.27 -1.64
76 H -0.57 5.55 -2.46
77 H 1.05 4.90 -2.73
78 H 1.84 5.21 0.38
79 H 2.34 3.91 -0.69
80 H 1.44 3.53 0.78
81 H -0.30 6.00 0.56
82 H -0.89 4.42 1.11
83 H -1.71 5.30 -0.21
84 H 2.33 2.52 -2.14
85 H 3.47 1.99 -4.22
86 H 2.16 1.66 -6.31
87 H -0.30 1.93 -6.24
88 H -1.44 2.39 -4.17
89 H -2.26 1.07 -3.03
90 H -3.71 1.15 -2.03
91 H -2.21 0.51 -1.35
92 H -2.14 4.02 -3.24
93 H -2.89 4.72 -1.81
94 H -3.78 3.54 -2.76
95 H -4.02 2.61 -0.26
96 H -2.57 1.97 0.52
97 H -2.80 3.71 0.36
98 C -2.78 2.30 3.69
99 C -2.42 0.81 3.68
100 C -2.23 0.36 5.12
101 O -1.17 0.66 2.99
102 B -1.33 0.03 1.75
103 O -2.67 -0.34 1.63
104 C -3.41 -0.07 2.83
105 C -3.74 -1.42 3.47
106 C -4.73 0.60 2.47
107 H -1.98 2.84 4.21
108 H -3.71 2.47 4.22
109 H -2.86 2.70 2.68
110 H -1.51 1.01 5.60
111 H -1.85 -0.66 5.17
112 H -3.17 0.41 5.67
113 H -2.85 -1.97 3.75
114 H -4.28 -2.02 2.74
115 H -4.37 -1.29 4.35
116 H -4.58 1.56 1.98
117 H -5.34 0.75 3.36
118 H -5.27 -0.05 1.78

Atom charges from the Löwdin analysis, given in e for atoms 1 to 6: Ti 0.79; C -0.12; C -0.08; C -0.27; C -0.02; C -0.05

*ii*
Below is C42H65BN6O2PTi as an isolated structure, with properties calculated with ωB97M-V with the def2-TZVPD basis set.

Its multiplicity is 3. Its charge is +1. The LUMO energy (alpha / beta) is -2.37 / -2.44 eV.

Geometry (Å):
1 Ti -0.39 0.86 -0.46
2 C -1.13 3.56 -1.85
3 C -1.95 3.82 -0.57
4 C -1.14 3.64 0.68
5 C -1.04 4.67 1.59
6 C -0.34 4.50 2.78
7 C 0.26 3.27 2.98
8 C 0.15 2.29 2.02
9 N -0.55 2.42 0.87
10 N -1.16 2.13 -2.18
11 C -2.49 1.77 -2.71
12 C -2.89 0.37 -2.34
13 C -3.63 -0.42 -3.21
14 C -3.98 -1.70 -2.83
15 C -3.58 -2.14 -1.57
16 C -2.86 -1.28 -0.77
17 N -2.49 -0.04 -1.12
18 C -0.14 1.73 -3.16
19 C -0.10 0.22 -3.21
20 C -0.12 -0.49 -4.39
21 C -0.17 -1.88 -4.36
22 C -0.18 -2.50 -3.12
23 C -0.11 -1.73 -1.99
24 N -0.08 -0.38 -1.99
25 H -1.53 4.15 -2.69
26 H -0.10 3.87 -1.69
27 H -2.36 4.83 -0.59
28 H -2.78 3.11 -0.54
29 H -1.53 5.61 1.38
30 H -0.28 5.29 3.51
31 H 0.82 3.06 3.89
32 H 0.66 1.35 2.16
33 H -3.25 2.45 -2.31
34 H -2.51 1.88 -3.80
35 H -3.94 -0.01 -4.16
36 H -4.54 -2.34 -3.49
37 H -3.83 -3.13 -1.22
38 H -2.60 -1.57 0.24
39 H -0.36 2.14 -4.16
40 H 0.83 2.10 -2.84
41 H -0.11 0.04 -5.33
42 H -0.20 -2.45 -5.28
43 H -0.21 -3.58 -3.04
44 H -0.04 -2.19 -1.01
45 N -3.61 0.79 2.09
46 C -3.17 0.24 3.36
47 C -2.32 -1.02 3.20
48 C -0.83 -0.85 2.85
49 N -0.41 -0.68 1.42
50 H -2.81 1.06 1.54
51 H -4.18 1.62 2.25
52 H -4.08 -0.03 3.91
53 H -2.61 0.96 3.98
54 H -2.81 -1.69 2.49
55 H -2.34 -1.52 4.17
56 H -0.32 -1.75 3.23
57 H -0.45 0.00 3.42
58 H -0.69 -1.55 0.97
59 H 0.61 -0.70 1.39
60 C 3.37 -2.89 3.05
61 C 3.63 -2.98 1.55
62 C 4.67 -4.06 1.25
63 C 4.19 -1.63 1.08
64 P 1.97 -3.14 0.62
65 C 2.63 -3.46 -1.07
66 C 2.84 -2.30 -1.83
67 C 3.34 -2.37 -3.12
68 C 3.60 -3.61 -3.70
69 C 3.38 -4.76 -2.96
70 C 2.91 -4.69 -1.66
71 C 1.09 -4.74 1.17
72 C 0.11 -5.12 0.05
73 C 1.96 -5.93 1.56
74 C 0.24 -4.34 2.38
75 H 4.30 -2.69 3.58
76 H 2.96 -3.82 3.45
77 H 2.67 -2.08 3.28
78 H 5.65 -3.72 1.60
79 H 4.75 -4.26 0.19
80 H 4.45 -4.99 1.77
81 H 5.07 -1.36 1.68
82 H 3.45 -0.83 1.17
83 H 4.51 -1.69 0.04
84 H 2.62 -1.33 -1.40
85 H 3.51 -1.46 -3.68
86 H 3.97 -3.67 -4.71
87 H 3.57 -5.73 -3.41
88 H 2.78 -5.61 -1.11
89 H 0.61 -5.42 -0.87
90 H -0.56 -4.29 -0.18
91 H -0.50 -5.97 0.38
92 H 2.72 -6.17 0.83
93 H 1.32 -6.81 1.69
94 H 2.45 -5.76 2.52
95 H -0.54 -3.63 2.10
96 H 0.84 -3.90 3.18
97 H -0.25 -5.23 2.79
98 C 4.78 1.28 -1.57
99 C 3.69 2.30 -1.26
100 C 3.88 3.53 -2.14
101 O 2.42 1.71 -1.59
102 B 1.73 1.30 -0.45
103 O 2.50 1.67 0.66
104 C 3.54 2.59 0.26
105 C 3.01 4.00 0.54
106 C 4.78 2.35 1.10
107 H 4.69 0.97 -2.61
108 H 4.68 0.40 -0.94
109 H 5.77 1.71 -1.42
110 H 3.97 3.21 -3.18
111 H 4.79 4.07 -1.87
112 H 3.03 4.21 -2.07
113 H 2.06 4.16 0.01
114 H 3.72 4.77 0.25
115 H 2.81 4.10 1.61
116 H 5.10 1.31 1.06
117 H 4.56 2.60 2.14
118 H 5.60 2.99 0.76

Atom charges from the Löwdin analysis, given in e for atoms 1 to 6: Ti 0.81; C -0.14; C -0.10; C -0.26; C -0.01; C -0.04

Most favorable first, least favorable last: *ii*, *i*

*i*
Below is one molecule with the formula C6H12N4O2, with properties calculated with ωB97M-V with the def2-TZVPD basis set.

Its charge is 0. The LUMO energy is 0.55 eV.

Geometry (Å):
1 C 1.35 -1.50 1.46
2 O 0.68 -0.67 2.43
3 C -0.10 0.23 1.82
4 N 0.49 1.27 0.93
5 C 0.87 1.02 -0.42
6 N 2.02 1.16 -1.03
7 C 3.04 1.64 -0.28
8 N 4.01 1.99 0.20
9 N -0.07 0.45 -1.26
10 C -1.53 0.70 -1.13
11 O -2.25 -0.28 -0.53
12 C -2.41 -1.42 -1.32
13 H 0.75 -2.13 0.88
14 H 2.03 -0.81 0.86
15 H 2.05 -2.20 1.87
16 H -0.61 0.97 2.51
17 H -0.80 -0.27 1.18
18 H 1.20 1.97 1.37
19 H 0.23 0.36 -2.24
20 H -1.67 1.67 -0.51
21 H -1.90 1.00 -2.14
22 H -2.89 -2.24 -0.67
23 H -3.07 -1.19 -2.24
24 H -1.42 -1.73 -1.73

Atom charges from the Löwdin analysis, given in e for atoms 1 to 6: C -0.05; O -0.11; C -0.28; N 0.07; C -0.41; N 0.10

*ii*
Below is a 2-piece molecular cluster, C6H12N4O2 overall, with properties calculated with ωB97M-V with the def2-TZVPD basis set.

Its charge is 0. The LUMO energy is 0.88 eV.

Geometry (Å):
1 H -0.11 0.71 -0.33
2 N 0.73 0.14 -0.34
3 C 1.80 0.81 -0.19
4 C 1.96 2.29 -0.12
5 N 2.97 0.10 0.07
6 O 2.92 -1.22 -0.40
7 C 2.48 -2.06 0.68
8 H 1.03 2.79 -0.39
9 H 2.76 2.68 -0.78
10 H 2.24 2.55 0.91
11 H 3.82 0.50 -0.30
12 H 3.15 -1.98 1.55
13 H 2.54 -3.09 0.29
14 H 1.44 -1.82 0.96
15 N -3.42 -0.98 -1.55
16 C -2.99 -0.40 -0.34
17 C -2.70 0.94 -0.14
18 N -2.24 1.22 1.05
19 O -2.30 0.02 1.74
20 C -2.71 -0.95 0.87
21 H -3.75 -0.27 -2.18
22 H -4.07 -1.73 -1.44
23 H -2.78 1.71 -0.88
24 H -2.75 -1.96 1.26

Atom charges from the Löwdin analysis, given in e for atoms 1 to 6: H 0.03; N 0.16; C -0.49; C -0.03; N 0.00; O -0.18

Most favorable first, least favorable last: *i*, *ii*

*i*
Below is one molecule with the formula C6H11NS, with properties calculated with ωB97M-V with the def2-TZVPD basis set.

Its charge is 0. The LUMO energy is -0.18 eV.

Geometry (Å):
1 C 1.74 -0.85 0.26
2 C 0.59 0.09 -0.07
3 C 1.14 1.43 -0.27
4 S 1.23 2.33 -1.63
5 C -0.39 0.14 1.15
6 C -1.71 -0.41 0.52
7 C -1.53 -0.13 -0.97
8 N -0.17 -0.46 -1.17
9 H 2.44 -1.03 -0.57
10 H 1.38 -1.84 0.50
11 H 2.22 -0.51 1.17
12 H 1.71 1.79 0.61
13 H -0.04 -0.41 2.07
14 H -0.46 1.18 1.40
15 H -2.55 0.09 1.00
16 H -1.77 -1.49 0.75
17 H -1.78 0.91 -1.18
18 H -2.22 -0.77 -1.53
19 H 0.18 -0.06 -2.04

Atom charges from the Löwdin analysis, given in e for atoms 1 to 6: C -0.04; C -0.64; C -0.60; S 0.70; C -0.10; C -0.16

*ii*
Below is a 2-piece molecular cluster, C6H11NS overall, with properties calculated with ωB97M-V with the def2-TZVPD basis set.

Its charge is 0. The LUMO energy is 0.79 eV.

Geometry (Å):
1 C 2.26 0.75 1.40
2 S 0.96 1.04 0.20
3 C 1.17 -0.60 -0.50
4 C 1.36 -0.74 -1.96
5 C 0.96 -1.50 0.37
6 N 1.10 -2.37 1.21
7 H 3.00 0.12 0.85
8 H 1.94 0.17 2.27
9 H 2.87 1.74 1.64
10 H 1.02 -1.71 -2.45
11 H 1.17 0.15 -2.48
12 H 2.53 -1.09 -2.03
13 H 0.35 -3.01 1.53
14 C -3.67 0.00 1.53
15 C -2.86 0.61 0.70
16 H -3.61 0.13 2.68
17 H -4.15 -0.91 1.10
18 H -2.86 0.17 -0.28
19 H -2.22 1.37 1.02

Atom charges from the Löwdin analysis, given in e for atoms 1 to 6: C -0.44; S 0.85; C -0.65; C -0.12; C -0.29; N 0.16

*iii*
Below is one molecule with the formula C6H11NS, with properties calculated with ωB97M-V with the def2-TZVPD basis set.

Its charge is 0. The LUMO energy is 0.74 eV.

Geometry (Å):
1 C -2.09 1.48 -0.51
2 C -0.97 0.76 -0.60
3 C -0.86 -0.67 -0.22
4 C -2.11 -1.27 0.34
5 N 0.22 -1.27 -0.30
6 C 1.56 -1.18 -0.53
7 S 2.61 0.47 -0.74
8 C 2.52 1.04 0.90
9 H -1.92 2.56 -0.94
10 H -3.06 1.28 -0.27
11 H 0.06 1.03 -1.02
12 H -2.96 -0.61 0.39
13 H -1.97 -1.67 1.33
14 H -2.42 -2.19 -0.33
15 H 1.72 -1.61 -1.43
16 H 2.01 -1.74 0.29
17 H 3.05 0.32 1.49
18 H 1.50 1.32 1.30
19 H 3.11 1.97 0.86

Atom charges from the Löwdin analysis, given in e for atoms 1 to 6: C 0.02; C -0.12; C -0.38; C -0.04; N 0.04; C -0.42

Most favorable first, least favorable last: *i*, *iii*, *ii*